Entry 1:
Here is a molecular structure, C45H53CdN3O3S5Si3 from the OMol25 dataset. Energies are from the ωB97M-V functional and the def2-TZVPD basis.

Computed properties:
- Energy relative to the best compared isomer or geometry (same formula, charge and spin): 0.000 eV
- Molecular weight: 1040.94 g mol⁻¹

The geometry in ORCA input format:
```
! wB97M-V def2-TZVPD RIJCOSX def2/J DEFGRID3
* xyz 0 1
Cd 0.404 -0.422 -0.111
N 0.844 1.604 3.821
C 0.773 0.387 4.472
C 0.996 0.021 5.793
C 0.766 -1.302 6.115
C 0.316 -2.221 5.155
C 0.104 -1.847 3.844
C 0.357 -0.526 3.495
N 0.225 0.131 2.276
C 0.504 1.385 2.528
C 0.315 2.439 1.544
C 0.369 3.782 1.743
S -0.043 4.589 0.297
C -0.288 3.078 -0.463
N -0.065 2.047 0.288
H 1.158 2.478 4.206
H 1.323 0.735 6.537
H 0.923 -1.634 7.132
H 0.128 -3.243 5.454
H -0.264 -2.542 3.109
H 0.638 4.326 2.631
H -0.623 3.022 -1.486
C -4.029 -2.163 0.017
O -2.654 -1.972 -0.162
Si -1.531 -3.208 -0.352
C -1.430 -4.087 1.318
C -2.236 -4.562 -1.473
C -0.007 -2.408 -1.039
Si 1.527 -3.413 -0.625
C 2.093 -3.134 1.159
C 1.184 -5.255 -0.829
C 3.038 -2.947 -1.618
Si -0.299 -2.062 -2.885
C 0.291 -3.474 -3.987
C 0.577 -0.514 -3.468
C -2.105 -1.755 -3.361
H -4.425 -2.899 -0.687
H -4.243 -0.289 0.279
H -4.219 -2.503 1.045
H -1.599 -5.155 1.188
H -2.209 -3.711 1.986
H -0.475 -3.982 1.821
H -3.327 -4.538 -1.501
H -1.946 -5.537 -1.081
H -1.886 -4.508 -2.498
H 1.400 -3.468 1.925
H 2.283 -2.073 1.338
H 3.037 -3.658 1.321
H 0.465 -5.617 -0.093
H 2.102 -5.832 -0.705
H 0.785 -5.472 -1.819
H 3.130 -1.861 -1.631
H 3.035 -3.300 -2.646
H 3.926 -3.351 -1.128
H 1.367 -3.615 -3.929
H 0.045 -3.244 -5.026
H -0.185 -4.422 -3.738
H 1.550 -0.390 -2.995
H -0.028 0.368 -3.234
H 0.716 -0.536 -4.551
H -2.660 -2.670 -3.558
H -2.108 -1.172 -4.285
H -2.657 -1.191 -2.612
O 2.280 0.428 -0.866
C 3.346 1.273 -0.697
C 3.171 2.558 -1.514
C 2.198 2.770 -2.439
C 2.355 3.984 -3.165
C 3.470 4.665 -2.791
S 4.335 3.832 -1.570
C 4.627 0.624 -1.244
C 5.785 0.277 -0.618
C 6.737 -0.316 -1.497
C 6.282 -0.391 -2.774
S 4.706 0.258 -2.926
C 3.581 1.569 0.785
C 3.562 0.622 1.767
C 3.880 1.133 3.052
C 4.132 2.472 3.026
S 3.989 3.104 1.442
H 1.424 2.046 -2.615
H 1.682 4.318 -3.940
H 3.835 5.606 -3.165
H 5.959 0.438 0.435
H 7.710 -0.664 -1.185
H 6.784 -0.795 -3.637
H 3.356 -0.416 1.558
H 3.936 0.526 3.945
H 4.418 3.116 3.841
O -4.702 -0.971 -0.240
S -3.097 1.621 1.082
C -4.608 2.390 1.630
C -5.783 2.273 0.895
C -6.945 2.865 1.361
C -6.944 3.558 2.566
C -5.775 3.663 3.302
C -4.604 3.086 2.832
C -2.944 2.306 -0.551
C -2.552 1.455 -1.577
C -2.293 1.971 -2.840
C -2.451 3.328 -3.082
C -2.864 4.172 -2.057
C -3.101 3.667 -0.789
H -5.790 1.722 -0.037
H -7.857 2.775 0.787
H -7.856 4.014 2.928
H -5.769 4.203 4.240
H -3.683 3.174 3.393
H -2.449 0.393 -1.384
H -1.984 1.307 -3.636
H -2.262 3.728 -4.069
H -2.987 5.231 -2.243
H -3.396 4.325 0.019
*
```

Entry 2:
Here is a molecular structure, C45H53N5O2SSeV from the OMol25 dataset. Energies are from the ωB97M-V functional and the def2-TZVPD basis.

Computed properties:
- Energy relative to the best compared isomer or geometry (same formula, charge and spin): 0.735 eV
- Molecular weight: 857.92 g mol⁻¹

The geometry in ORCA input format:
```
! wB97M-V def2-TZVPD RIJCOSX def2/J DEFGRID3
* xyz 1 1
V 0.285 -0.979 0.897
C -1.074 1.149 -5.731
C 0.397 0.845 -5.412
C 1.008 0.101 -6.601
C 1.162 2.163 -5.226
C 0.460 0.028 -4.122
C -0.002 0.590 -2.950
C 0.049 -0.163 -1.775
N -0.278 0.214 -0.498
C -0.959 1.351 -0.084
C -1.755 2.236 -0.798
C -2.353 3.301 -0.134
C -2.134 3.436 1.236
C -1.395 2.539 2.015
C -0.850 1.470 1.326
O -0.201 0.401 1.843
C -1.251 2.802 3.516
C -0.428 1.739 4.251
C -0.547 4.155 3.700
C -2.644 2.854 4.158
C -3.226 4.271 -0.930
C -4.436 3.511 -1.491
C -3.737 5.429 -0.072
C -2.409 4.857 -2.091
C 0.578 -1.481 -1.769
O 0.589 -2.013 -0.545
C 1.061 -2.066 -2.940
C 0.973 -1.286 -4.084
C 1.652 -3.472 -2.933
C 2.056 -3.928 -4.335
C 2.902 -3.495 -2.040
C 0.613 -4.464 -2.388
H -1.147 1.700 -6.670
H -1.534 1.756 -4.949
H -1.650 0.227 -5.830
H 0.948 0.731 -7.489
H 0.474 -0.826 -6.818
H 2.060 -0.133 -6.431
H 1.138 2.739 -6.152
H 2.205 1.974 -4.967
H 0.725 2.783 -4.441
H -0.331 1.617 -2.927
H -1.928 2.084 -1.853
H -2.576 4.281 1.743
H 0.580 1.651 3.847
H -0.903 0.758 4.208
H -0.346 2.027 5.300
H 0.436 4.148 3.225
H -0.411 4.359 4.763
H -1.125 4.975 3.272
H -3.162 1.900 4.037
H -3.267 3.636 3.722
H -2.550 3.058 5.225
H -5.031 3.075 -0.686
H -4.131 2.708 -2.165
H -5.074 4.194 -2.055
H -4.366 5.080 0.749
H -4.341 6.094 -0.690
H -2.915 6.017 0.340
H -2.115 4.089 -2.809
H -1.505 5.345 -1.723
H -3.003 5.598 -2.628
H 1.342 -1.709 -5.005
H 2.846 -3.300 -4.751
H 1.209 -3.931 -5.024
H 2.443 -4.946 -4.279
H 3.638 -2.764 -2.380
H 3.359 -4.486 -2.075
H 2.662 -3.268 -1.002
H -0.287 -4.463 -3.007
H 0.330 -4.222 -1.364
H 1.029 -5.473 -2.394
N -0.213 -4.032 3.714
C 0.932 -4.377 4.480
C 0.887 -5.476 5.315
C 2.008 -5.822 6.059
C 3.168 -5.076 5.944
C 3.208 -3.978 5.092
C 2.082 -3.615 4.375
S 2.158 -2.164 3.360
N 0.718 -2.299 2.424
C -0.237 -3.124 2.729
C -1.504 -2.993 1.942
C -2.600 -3.822 2.072
C -3.736 -3.568 1.313
C -3.742 -2.484 0.458
C -2.607 -1.695 0.381
N -1.517 -1.944 1.105
H -1.012 -4.631 3.825
H -0.021 -6.063 5.389
H 1.969 -6.677 6.720
H 4.048 -5.346 6.512
H 4.117 -3.397 4.991
H -2.591 -4.668 2.744
H -4.601 -4.211 1.395
H -4.606 -2.249 -0.147
H -2.564 -0.836 -0.275
Se 2.760 -0.587 0.505
C 3.737 0.922 1.160
C 3.928 2.028 0.342
C 4.757 3.046 0.791
N 5.375 3.033 1.969
C 5.175 1.973 2.748
C 4.372 0.899 2.394
H 3.451 2.092 -0.626
H 4.931 3.921 0.174
H 5.688 1.982 3.704
H 4.251 0.058 3.063
*
```

Entry 3:
Here is a molecular structure, C45H53O2PSSn from the OMol25 dataset. Energies are from the ωB97M-V functional and the def2-TZVPD basis.

Computed properties:
- Energy relative to the best compared isomer or geometry (same formula, charge and spin): 0.954 eV
- Molecular weight: 807.67 g mol⁻¹

The geometry in ORCA input format:
```
! wB97M-V def2-TZVPD RIJCOSX def2/J DEFGRID3
* xyz -2 1
Sn 0.931 -1.057 0.345
C -1.873 -1.500 1.838
C -1.894 -2.555 0.903
C -0.876 -3.469 1.301
C -0.286 -2.938 2.465
C -0.902 -1.731 2.806
C -0.712 -0.974 4.097
C -1.372 -1.797 5.218
C 0.772 -0.780 4.420
C -1.386 0.401 4.040
C -0.389 -4.791 0.716
C -1.501 -5.857 0.681
C 0.734 -5.385 1.582
C 0.231 -4.609 -0.678
C -3.079 -2.657 -0.053
C -4.164 -3.556 0.572
C -3.713 -1.273 -0.258
C -2.755 -3.174 -1.458
H -2.549 -0.665 1.853
H 0.467 -3.413 3.069
H -0.893 -2.770 5.298
H -2.424 -1.958 4.986
H -1.296 -1.295 6.185
H 1.256 -1.739 4.593
H 0.897 -0.165 5.315
H 1.271 -0.296 3.583
H -2.452 0.294 3.844
H -0.950 1.003 3.244
H -1.262 0.930 4.990
H -2.081 -5.825 1.603
H -1.071 -6.857 0.584
H -2.179 -5.718 -0.155
H 0.381 -5.623 2.586
H 1.564 -4.686 1.649
H 1.105 -6.303 1.120
H -0.383 -3.996 -1.324
H 0.401 -5.575 -1.158
H 1.189 -4.099 -0.578
H -4.369 -3.239 1.593
H -3.851 -4.594 0.601
H -5.090 -3.495 -0.006
H -4.181 -0.909 0.652
H -4.483 -1.319 -1.029
H -2.947 -0.571 -0.566
H -2.424 -4.206 -1.442
H -1.982 -2.555 -1.910
H -3.649 -3.127 -2.086
O 5.128 -1.955 -0.681
C 3.987 -1.569 -0.934
O 3.025 -1.731 -0.115
C 3.752 -0.893 -2.267
C 4.922 -0.661 -2.986
C 4.947 -0.033 -4.211
C 3.749 0.395 -4.762
C 2.575 0.162 -4.085
C 2.542 -0.482 -2.842
S 0.922 -0.698 -2.237
H 5.838 -0.999 -2.521
H 5.889 0.139 -4.721
H 3.734 0.916 -5.713
H 1.623 0.470 -4.497
C 1.588 4.731 1.108
C 0.141 4.411 1.332
C -0.540 5.114 2.322
C -1.860 4.846 2.637
C -2.536 3.849 1.955
C -1.871 3.150 0.969
C -0.546 3.418 0.626
P -0.010 2.233 -0.707
C -0.741 3.200 -2.102
C -0.400 4.532 -2.301
C -0.859 5.238 -3.398
C -1.687 4.610 -4.310
C -2.067 3.296 -4.102
C -1.611 2.579 -3.004
C -2.058 1.178 -2.760
C 1.764 2.459 -0.987
C 2.323 2.977 -2.146
C 3.687 2.901 -2.366
C 4.494 2.227 -1.456
C 3.949 1.669 -0.326
C 2.575 1.769 -0.046
C 1.999 1.141 1.101
H 1.850 5.675 1.586
H 1.839 4.778 0.052
H 2.210 3.948 1.538
H -0.013 5.891 2.866
H -2.358 5.410 3.417
H -3.563 3.606 2.201
H -2.372 2.344 0.447
H 0.237 5.023 -1.581
H -0.552 6.266 -3.546
H -2.051 5.146 -5.176
H -2.723 2.811 -4.816
H -2.685 0.802 -3.563
H -2.631 1.136 -1.836
H -1.193 0.523 -2.639
H 1.694 3.442 -2.896
H 4.112 3.324 -3.267
H 5.555 2.131 -1.651
H 4.569 1.105 0.359
H 1.180 1.689 1.569
H 2.742 0.834 1.838
*
```

Entry 4:
Here is a molecular structure, C45H54N5Sb2Y from the OMol25 dataset. Energies are from the ωB97M-V functional and the def2-TZVPD basis.

Computed properties:
- Energy relative to the best compared isomer or geometry (same formula, charge and spin): 2.732 eV
- Molecular weight: 997.39 g mol⁻¹

The geometry in ORCA input format:
```
! wB97M-V def2-TZVPD RIJCOSX def2/J DEFGRID3
* xyz 2 1
Y -0.217 0.379 -0.092
C 2.800 -0.614 0.203
N 2.181 0.234 -0.856
C 2.594 -0.331 -2.157
C 2.716 1.599 -0.700
C 3.748 2.091 -1.487
C 4.332 3.314 -1.186
C 3.923 3.993 -0.053
C 2.880 3.517 0.727
C 2.199 2.347 0.379
N 1.091 1.778 1.008
C 0.414 2.428 2.051
C 0.340 3.811 2.280
C -0.332 4.316 3.382
C -0.967 3.469 4.275
C -0.995 2.110 4.007
C -0.357 1.604 2.882
N -0.475 0.192 2.505
C -1.813 -0.322 2.869
C 0.520 -0.578 3.295
H 3.877 -0.690 0.035
H 2.378 -1.622 0.168
H 2.622 -0.164 1.175
H 3.680 -0.439 -2.204
H 2.272 0.314 -2.973
H 2.173 -1.321 -2.281
H 4.132 1.530 -2.324
H 5.124 3.701 -1.809
H 4.420 4.908 0.237
H 2.630 4.048 1.630
H 0.793 4.503 1.588
H -0.356 5.386 3.542
H -1.457 3.859 5.155
H -1.537 1.452 4.671
H -1.951 -0.366 3.951
H -1.923 -1.339 2.503
H -2.596 0.301 2.445
H 0.366 -0.380 4.359
H 1.525 -0.259 3.026
H 0.409 -1.645 3.126
N -1.934 2.058 0.275
C -2.048 3.031 -0.837
C -0.659 3.304 -1.364
N -0.102 2.007 -1.822
H -2.856 1.686 0.493
H -1.615 2.550 1.112
H -2.550 3.950 -0.530
H -2.660 2.574 -1.620
H -0.010 3.677 -0.571
H -0.667 4.052 -2.157
H 0.892 2.127 -2.028
H -0.549 1.726 -2.696
C 0.767 -3.460 -1.429
C 0.597 -3.987 0.005
C -0.205 -3.095 0.985
Sb -1.941 -2.495 -0.141
C -3.160 -4.172 0.171
C -4.231 -4.420 -0.685
C -5.030 -5.532 -0.486
C -4.763 -6.406 0.562
C -3.704 -6.161 1.418
C -2.898 -5.042 1.223
C -3.544 -1.112 0.253
C -3.686 -0.199 -0.789
C -4.836 0.582 -0.910
C -5.850 0.453 0.022
C -5.732 -0.477 1.053
C -4.596 -1.259 1.159
Sb -0.876 -3.992 -2.771
C -1.130 -2.171 -3.873
C -0.226 -1.113 -3.901
C -0.503 0.063 -4.593
C -1.715 0.206 -5.256
C -2.629 -0.839 -5.233
C -2.338 -2.012 -4.550
C 0.202 -5.147 -4.172
C -0.440 -6.260 -4.709
C 0.194 -7.053 -5.656
C 1.478 -6.742 -6.072
C 2.130 -5.635 -5.544
C 1.493 -4.844 -4.602
H 1.688 -3.839 -1.872
H 0.843 -2.370 -1.382
H 1.584 -4.090 0.466
H 0.163 -4.991 -0.003
H 0.381 -2.193 1.202
H -0.376 -3.597 1.934
H -4.453 -3.749 -1.508
H -5.863 -5.724 -1.148
H -5.384 -7.279 0.707
H -3.499 -6.834 2.239
H -2.082 -4.870 1.912
H -2.954 -0.158 -1.601
H -4.959 1.257 -1.748
H -6.749 1.046 -0.068
H -6.540 -0.602 1.760
H -4.537 -2.000 1.949
H 0.743 -1.226 -3.437
H 0.248 0.844 -4.663
H -1.932 1.106 -5.814
H -3.567 -0.744 -5.764
H -3.073 -2.810 -4.556
H -1.440 -6.526 -4.385
H -0.315 -7.916 -6.065
H 1.973 -7.362 -6.807
H 3.133 -5.392 -5.870
H 2.017 -3.976 -4.214
*
```